Record 1
C33H40BiN2O4PS4 as an isolated structure. Source: the Open Molecules 2025 dataset; level of theory: ωB97M-V/def2-TZVPD.

The geometry in ORCA input format:
```
! wB97M-V def2-TZVPD RIJCOSX def2/J DEFGRID3
* xyz 0 1
Bi 0.7417 -0.6300 -0.5582
S 0.4395 0.1853 -3.4481
C 0.6515 1.8954 -3.6143
C 0.0613 2.6584 -4.6494
C 0.2686 4.0366 -4.7152
C 1.0102 4.7068 -3.7340
C 1.5690 3.9664 -2.6770
C 1.4481 2.5800 -2.6969
S 2.3371 1.9030 -1.3273
C 3.9633 1.5315 -2.0822
C 4.9347 1.0782 -1.0032
C 5.5814 1.9983 -0.1035
C 6.1780 1.4263 1.0172
C 6.0283 0.0643 1.2413
C 5.4450 -0.7759 0.2252
C 5.2466 -2.2383 0.2772
S 3.6051 -2.8247 -0.2545
C 2.8773 -3.4240 1.2226
C 3.2676 -4.7041 1.6455
C 2.7251 -5.2044 2.8056
C 1.7993 -4.4714 3.5531
C 1.3702 -3.2261 3.1219
C 2.0345 -2.6056 2.0431
S 1.8135 -0.8488 1.8836
N 5.0003 -0.2205 -0.8798
H -0.4087 2.0882 -5.4357
H -0.2459 4.5687 -5.5216
H 1.2661 5.7512 -3.7944
H 2.1520 4.3606 -1.8650
H 4.3151 2.4445 -2.6303
H 3.7018 0.6733 -2.7924
H 5.5198 3.0908 -0.2705
H 6.7044 2.0355 1.7038
H 6.3470 -0.4362 2.1550
H 5.3793 -2.6746 1.2577
H 5.9435 -2.7464 -0.3830
H 4.0243 -5.1989 1.0047
H 2.9280 -6.2486 3.1181
H 1.4569 -4.8569 4.4974
H 0.6403 -2.5709 3.6075
C -2.6999 3.1590 3.1175
C -2.4019 1.6581 3.1306
C -1.8305 1.4319 4.5383
C -3.6117 0.7448 2.9144
O -1.2857 1.3822 2.2709
P -1.3739 1.0715 0.7418
O -1.4282 -0.4671 0.4939
O -0.0090 1.5610 0.1265
O -2.6392 1.9030 0.2480
C -3.2094 2.0449 -1.0807
C -2.9115 0.8014 -1.8524
C -2.6215 3.3678 -1.6121
C -4.6959 2.2700 -0.8309
H -3.4332 3.3484 3.8989
H -3.1409 3.5492 2.2160
H -1.8181 3.7429 3.2844
H -2.5247 1.8379 5.3228
H -0.8887 1.9560 4.6079
H -1.6618 0.3629 4.6924
H -4.4138 1.0505 3.6038
H -3.3027 -0.3491 3.1233
H -3.9991 0.6426 1.9171
H -1.8673 0.9351 -2.2720
H -3.5587 0.7311 -2.7429
H -2.9274 -0.1169 -1.2163
H -1.5348 3.3346 -1.5820
H -2.9496 4.1372 -0.8894
H -2.9986 3.6307 -2.6336
H -5.0913 1.4008 -0.3294
H -5.3418 2.4908 -1.6975
H -4.8236 3.1321 -0.1716
C -4.2297 -4.5692 -0.6675
C -2.8479 -3.9638 -0.9191
C -1.9540 -3.8762 0.1405
C -0.6782 -3.4113 -0.0182
N -0.2677 -2.9747 -1.2335
C -1.0838 -3.1041 -2.3217
C -2.3743 -3.6060 -2.1997
H -4.0935 -5.6240 -0.4003
H -4.9036 -4.4883 -1.4934
H -4.7676 -4.0772 0.2068
H -2.2955 -4.1182 1.1145
H 0.0700 -3.4300 0.8295
H -0.6642 -2.8649 -3.3107
H -3.0370 -3.7741 -3.0089
*
```

Properties
Highest occupied orbital energy in Ha: -0.2543

Record 2
A 16-piece molecular cluster, C40H92F12N6O44P6 overall. Source: the Open Molecules 2025 dataset; level of theory: ωB97M-V/def2-TZVPD.

The geometry in ORCA input format:
```
! wB97M-V def2-TZVPD RIJCOSX def2/J DEFGRID3
* xyz 0 1
C 3.5980 5.2776 -0.3633
N 3.9681 6.6566 -0.8739
O 3.9801 6.7569 -2.1025
O 4.2483 7.5181 -0.0179
H 4.5120 4.6867 -0.3034
H 2.7613 4.8699 -0.9307
H 3.1792 5.5013 0.6178
C -0.2015 2.3263 -7.5121
N 0.2535 1.9704 -6.1145
O 0.6399 0.8059 -5.9399
O 0.1669 2.8021 -5.2334
H 0.6977 2.2384 -8.1218
H -0.3420 3.4072 -7.5061
H -0.9663 1.6346 -7.8655
C 6.6256 -0.2607 -1.8082
N 6.9472 0.1492 -0.4031
O 6.1845 -0.2768 0.4770
O 7.9253 0.8683 -0.1678
H 6.1462 -1.2375 -1.7446
H 7.6001 -0.3333 -2.2910
H 6.0585 0.6001 -2.1628
C -2.2067 -6.6483 1.6572
N -1.0928 -7.0224 2.5560
O -0.7167 -6.2713 3.4408
O -0.5817 -8.1233 2.3547
H -1.8843 -5.7773 1.0867
H -3.1122 -6.3750 2.1990
H -2.4129 -7.4702 0.9716
C -5.2203 4.6909 5.5703
N -4.3258 3.5586 5.6491
O -4.0464 3.1222 6.7458
O -3.9454 3.0090 4.6071
H -5.1698 5.0377 4.5382
H -4.8848 5.5159 6.1987
H -6.2519 4.4206 5.7959
C -0.7830 -0.7782 6.2675
N 0.1221 0.4047 6.5731
O 1.0390 0.6222 5.7955
O -0.1017 1.0355 7.6125
H -0.1890 -1.6038 5.8755
H -1.4868 -0.3540 5.5513
H -1.2853 -0.9523 7.2190
C -0.0242 1.7609 1.0742
O 0.9395 1.3833 0.1402
P 1.1204 -0.2192 -0.2031
O 2.1198 -0.5878 -1.2403
O -0.3912 -0.6988 -0.4864
C -1.1096 -0.0430 -1.4925
O 1.4014 -0.8557 1.2402
C 1.9697 -2.1066 1.3564
H -0.7291 2.4974 0.6884
H 0.4133 2.3311 1.8937
H -0.5758 0.8800 1.4025
H -0.4585 -0.1338 -2.3620
H -1.4145 0.9977 -1.3822
H -1.9609 -0.7071 -1.6416
H 1.1659 -2.8408 1.4111
H 2.4592 -2.2935 2.3122
H 2.5863 -2.3444 0.4895
C -0.8895 6.9544 7.6694
O -1.6371 8.0818 7.1122
P -0.8005 9.3749 6.6874
O -0.3002 10.1868 7.8208
O 0.3849 8.7498 5.7017
C 0.2172 7.9917 4.5426
O -1.8568 10.1646 5.7438
C -3.1207 10.5888 6.2930
H -1.5264 6.3596 8.3242
H 0.0652 7.1866 8.1414
H -0.6749 6.2005 6.9120
H 0.9321 8.4477 3.8578
H -0.7934 8.1514 4.1667
H 0.5219 6.9496 4.6389
H -3.3470 11.6308 6.0669
H -3.0279 10.5843 7.3790
H -3.9640 9.9385 6.0605
C -9.6380 -0.8505 -4.3403
O -8.5800 -0.9982 -5.2360
P -8.2515 0.1578 -6.3424
O -8.0902 1.5431 -5.7973
O -6.8598 -0.3603 -6.9621
C -5.6816 -0.3937 -6.2289
O -9.3906 -0.0562 -7.5274
C -9.4055 -1.2370 -8.2181
H -10.1299 0.1038 -4.5284
H -9.1730 -0.9110 -3.3563
H -10.3031 -1.7037 -4.4740
H -5.1278 -1.3317 -6.2694
H -5.8745 -0.1615 -5.1815
H -5.0522 0.4209 -6.5873
H -8.6015 -1.4567 -8.9205
H -10.3492 -1.2315 -8.7636
H -9.4419 -2.1556 -7.6323
C 5.6660 -2.8245 -5.7071
O 7.0573 -3.0837 -5.3852
P 8.1417 -3.5844 -6.5211
O 7.9809 -3.0211 -7.8670
O 9.5535 -3.1249 -5.8238
C 9.9570 -1.7100 -5.9758
O 8.1230 -5.1923 -6.3036
C 8.3309 -5.7321 -5.0331
H 5.4827 -1.7674 -5.8996
H 5.1982 -3.1175 -4.7673
H 5.2735 -3.4193 -6.5319
H 11.0019 -1.7300 -6.2854
H 9.7787 -1.1109 -5.0828
H 9.5393 -1.1467 -6.8103
H 8.7718 -6.7273 -4.9756
H 7.3481 -5.8542 -4.5778
H 9.0069 -5.1562 -4.4011
C -2.1507 6.7368 -2.8179
O -2.8667 7.5720 -1.9288
P -2.4529 7.7425 -0.3737
O -2.8013 6.6690 0.5522
O -0.8481 8.1940 -0.4356
C -0.4022 9.2612 -1.2229
O -3.1567 9.1644 -0.0413
C -4.5892 9.2346 0.3087
H -2.1311 7.3152 -3.7415
H -2.7379 5.8531 -3.0676
H -1.1845 6.5287 -2.3582
H 0.2827 9.8171 -0.5826
H -1.1837 9.9284 -1.5868
H 0.2666 8.9627 -2.0302
H -5.1145 8.2836 0.3962
H -5.0161 9.9211 -0.4225
H -4.6455 9.5995 1.3342
C 7.4973 -5.0111 9.1851
O 6.3078 -5.4307 9.8155
P 4.8315 -4.9273 9.2995
O 3.7272 -5.6004 10.0734
O 4.8866 -3.3103 9.4271
C 3.8717 -2.4338 9.0310
O 4.8115 -5.2278 7.6951
C 3.5537 -5.3785 7.0169
H 7.7132 -5.3881 8.1855
H 8.2284 -5.3292 9.9284
H 7.6017 -3.9263 9.1638
H 3.2058 -2.8991 8.3042
H 4.3374 -1.5211 8.6593
H 3.2458 -2.1757 9.8852
H 3.6408 -4.8434 6.0712
H 2.7094 -4.9747 7.5757
H 3.2791 -6.3968 6.7416
C 11.1119 -2.7638 0.7515
C 10.7169 -4.0351 0.1159
O 9.3245 -4.2727 0.1011
C 8.6646 -4.9641 1.0753
O 9.1400 -5.1466 2.2034
C 7.2702 -5.3810 0.7626
F 7.2849 -6.6763 0.4243
F 6.3603 -5.0978 1.7127
F 6.9047 -4.7045 -0.3141
H 12.1663 -2.5004 0.8349
H 10.7810 -2.7973 1.7896
H 10.5397 -1.9135 0.3804
H 11.1897 -4.8939 0.5924
H 11.1391 -3.9540 -0.8858
C 0.3444 -4.3553 -5.4256
C 0.7381 -4.6435 -3.9624
O 1.4097 -5.8892 -3.9071
C 1.3726 -6.7548 -2.8436
O 0.5212 -6.5998 -1.9469
C 2.3514 -7.9990 -2.8442
F 2.8375 -8.1554 -1.6111
F 1.6497 -9.0871 -3.0904
F 3.3974 -7.8928 -3.6730
H 0.0565 -5.2103 -6.0374
H 1.1434 -3.8407 -5.9593
H -0.5003 -3.6671 -5.4574
H -0.1264 -4.6259 -3.2988
H 1.3700 -3.8396 -3.5849
C -4.0588 -7.8605 -4.3714
C -4.1939 -6.6422 -3.4935
O -5.4254 -6.5843 -2.7963
C -5.7745 -5.3449 -2.1939
O -5.1542 -4.2340 -2.2797
C -7.1644 -5.4381 -1.5272
F -8.0388 -6.0838 -2.2883
F -7.0346 -6.1839 -0.4832
F -7.6950 -4.2269 -1.1394
H -4.6298 -7.6977 -5.2855
H -4.5963 -8.7204 -3.9718
H -3.0942 -8.2084 -4.7409
H -4.0242 -5.7476 -4.0926
H -3.3404 -6.7322 -2.8214
C -11.0747 4.5117 1.6252
C -9.7331 4.0557 2.2153
O -8.6966 4.2523 1.2500
C -8.3223 3.1951 0.3447
O -8.9936 2.1424 0.2511
C -7.0056 3.4309 -0.3805
F -6.7145 4.7485 -0.4333
F -6.0265 2.8512 0.3202
F -7.0375 2.8722 -1.5619
H -10.8583 5.4497 1.1139
H -11.8749 4.7344 2.3310
H -11.4547 3.8180 0.8752
H -9.7528 3.0266 2.5740
H -9.5095 4.6284 3.1153
*
```

Properties
Highest occupied orbital energy in Ha: -0.3757

Values for Kohn-Sham gap, eV, ordered as above
6.96; 9.91
Values for strongest force on any atom, hartree/bohr, ordered as above
0.05390; 0.11762